[1]
Here is a structure of composition C38H46BrClN5O11P2STa from OMol25. Energies are from wB97M-V/def2-TZVPD.

Last column: Löwdin charge in e.
Geometry (Å):
Ta 0.0537 0.2628 0.2627  1.888
O 3.3995 1.2927 2.4646  -0.100
P 2.7794 1.9437 1.1854  0.266
O 3.7323 2.5576 0.2757  -0.213
O 1.9099 0.7680 0.5733  -0.437
O 1.6520 2.9729 1.6837  -0.217
P 0.2291 2.7384 2.3912  0.286
O 0.5806 1.8056 3.6374  -0.078
O -0.4245 3.9791 2.7878  -0.221
O -0.5120 1.8378 1.3628  -0.387
H 2.8392 0.5302 2.7862  0.036
H 0.3549 2.2566 4.4581  0.107
Br -4.8126 3.2497 -1.9643  0.776
C -4.6972 2.3137 -0.3138  -0.727
C -5.5531 2.6801 0.7169  -0.087
C -5.4817 1.9487 1.8883  -0.034
C -4.5896 0.8894 1.9698  0.020
C -3.7685 0.6424 0.8813  -0.176
N -3.8073 1.3557 -0.2410  0.105
C -2.8299 -0.5326 0.9356  -0.482
O -3.0652 -1.4828 1.6369  0.110
O -1.7653 -0.4652 0.1408  -0.200
H -6.2418 3.5021 0.5930  0.103
H -6.1227 2.1957 2.7235  0.115
H -4.5171 0.2618 2.8449  0.124
C -4.0049 -0.7002 -2.7042  -0.077
C -2.5097 -0.4388 -2.8575  -0.375
C -2.2399 0.2812 -4.1848  -0.037
C -1.6692 -1.7000 -2.8054  -0.131
C -2.1954 -2.8929 -3.2890  -0.027
C -1.3952 -4.0031 -3.4862  -0.061
C -0.0365 -3.9066 -3.2637  -0.038
C 0.5368 -2.7426 -2.7608  -0.175
C 2.0535 -2.6796 -2.7024  -0.403
C 2.6250 -2.5066 -4.1166  -0.053
C 2.6888 -3.9223 -2.0764  -0.089
C -0.3111 -1.6665 -2.4452  -0.196
N 0.1872 -0.4657 -1.8138  -0.124
C 0.9849 0.2972 -2.5508  -0.088
C 1.1777 1.6047 -2.1777  -0.329
C 1.8991 2.6543 -2.7717  0.007
C 1.4232 3.8013 -2.1968  -0.021
C 0.3816 3.4397 -1.2936  -0.206
N 0.2848 2.1017 -1.2166  0.037
C -0.6095 4.4888 -0.8190  -0.505
C -1.1448 5.1605 -2.1043  -0.046
C 0.0891 5.5585 0.0273  -0.028
C -1.8228 3.9175 -0.0919  -0.076
H -4.5351 0.2477 -2.6324  0.042
H -4.2256 -1.2873 -1.8106  0.087
H -4.4131 -1.2311 -3.5666  0.076
H -2.2083 0.2366 -2.0611  0.089
H -2.4980 -0.3574 -5.0323  0.087
H -1.1908 0.5656 -4.2807  0.071
H -2.8392 1.1913 -4.2436  0.074
H -3.2443 -2.9467 -3.5414  0.104
H -1.8236 -4.9250 -3.8560  0.105
H 0.6005 -4.7514 -3.4882  0.109
H 2.3432 -1.8138 -2.1029  0.086
H 2.3764 -3.3741 -4.7297  0.083
H 3.7122 -2.4198 -4.0807  0.083
H 2.2301 -1.6312 -4.6307  0.069
H 2.6371 -4.7744 -2.7553  0.076
H 2.2007 -4.2036 -1.1466  0.047
H 3.7462 -3.7391 -1.8772  0.079
H 1.4033 -0.0865 -3.4736  0.131
H 2.6546 2.5536 -3.5322  0.116
H 1.7156 4.8105 -2.4268  0.111
H -0.3540 5.6104 -2.7014  0.074
H -1.8487 5.9451 -1.8236  0.087
H -1.6743 4.4341 -2.7235  0.082
H 0.8537 6.0795 -0.5514  0.084
H 0.5563 5.1374 0.9130  0.056
H -0.6471 6.2936 0.3559  0.096
H -2.0857 2.9429 -0.4911  0.044
H -1.6727 3.8385 0.9795  0.049
H -2.6712 4.5861 -0.2483  0.070
Cl -2.1180 -3.6720 7.6450  0.666
C -1.3222 -2.8634 6.3307  -0.665
C -1.9771 -2.7360 5.1168  -0.083
C -1.3431 -2.0819 4.0724  0.012
C -0.0610 -1.5750 4.2461  -0.118
C 0.5877 -1.7227 5.4695  -0.008
C -0.0426 -2.3612 6.5219  -0.099
C 0.6529 -0.8876 3.1350  -0.573
O 1.8726 -0.7324 3.2005  0.015
O -0.0977 -0.4841 2.1675  -0.252
H -2.9699 -3.1441 4.9922  0.109
H -1.8402 -1.9759 3.1179  0.087
H 1.5866 -1.3265 5.5851  0.120
H 0.4432 -2.4734 7.4807  0.104
S 1.0419 -2.2798 0.3745  0.864
C 2.7094 -2.2958 0.7840  -0.716
N 3.1253 -3.2923 1.5718  0.034
C 4.4823 -3.3846 2.0979  -0.150
C 5.0970 -1.9951 2.1382  -0.148
C 4.9876 -1.3686 0.7606  -0.138
N 3.6067 -1.4562 0.2906  0.060
H 2.3931 -3.8370 1.9968  0.131
H 5.0803 -4.0576 1.4760  0.123
H 4.4199 -3.8156 3.0966  0.127
H 6.1429 -2.0525 2.4370  0.123
H 4.5646 -1.3804 2.8645  0.113
H 5.6442 -1.8816 0.0515  0.125
H 5.2618 -0.3137 0.7785  0.126
H 3.2390 -0.6689 -0.2198  0.108

Computed properties:
* energy relative to the best compared isomer or geometry (same formula, charge and spin): 0.222 eV
* HOMO level: -7.8 eV
* HOMO-LUMO gap: 7.32 eV

[2]
Here is a structure of composition C38H46CaN4OPS2Si2 from OMol25. Energies are from wB97M-V/def2-TZVPD.

Last column: Löwdin charge in e.
Geometry (Å):
Ca -1.0683 -0.2037 0.9668  0.919
C -3.8411 -2.8128 2.3703  -0.186
Si -3.5935 -2.9044 0.5030  0.422
C -4.2168 -4.6205 -0.0126  -0.193
C -4.7961 -1.6920 -0.2831  -0.179
C -1.8440 -2.4746 0.0333  -0.424
C -0.7755 -2.8990 0.9280  -0.453
C -0.7967 -4.0778 1.7190  -0.043
C 0.2799 -4.4284 2.4899  -0.068
C 1.4141 -3.6114 2.5079  -0.080
C 1.3721 -2.4610 1.7603  -0.165
N 0.3240 -2.0916 1.0095  -0.049
Si -1.3424 -2.8379 -1.7070  0.438
C 0.4241 -2.3032 -2.1105  -0.177
C -1.2902 -4.7016 -2.0472  -0.180
C -2.5568 -2.1406 -2.9857  -0.179
H -4.6467 -3.4851 2.6771  0.027
H -4.1066 -1.7986 2.6714  -0.008
H -2.9508 -3.0806 2.9415  0.016
H -5.2224 -4.7713 0.3896  0.023
H -3.5818 -5.4278 0.3609  0.020
H -4.2768 -4.7238 -1.0971  0.011
H -5.7795 -1.7915 0.1841  0.032
H -4.9218 -1.8679 -1.3529  0.013
H -4.4605 -0.6613 -0.1418  0.011
H -1.6689 -4.7154 1.6718  0.099
H 0.2565 -5.3420 3.0722  0.105
H 2.2858 -3.8581 3.0976  0.094
H 2.2102 -1.7726 1.7658  0.084
H 1.1154 -3.0949 -1.8090  0.034
H 0.7303 -1.3944 -1.5937  -0.027
H 0.5493 -2.1408 -3.1842  0.033
H -0.6595 -5.2075 -1.3107  0.027
H -0.8695 -4.9009 -3.0374  0.027
H -2.2787 -5.1569 -2.0040  0.004
H -3.1590 -1.3164 -2.6003  0.009
H -3.2532 -2.9195 -3.3053  0.031
H -2.0201 -1.8019 -3.8759  0.015
N -0.9840 0.7548 -2.5354  0.122
C 0.1097 0.7434 -3.3577  -0.366
C -0.0365 0.4784 -4.7241  -0.046
C 1.0670 0.4518 -5.5536  -0.097
C 2.3398 0.6875 -5.0457  -0.106
C 2.4853 0.9661 -3.6962  -0.081
C 1.3911 1.0165 -2.8380  -0.317
P 1.5084 1.2827 -1.0340  1.117
C 3.2934 1.0724 -0.7112  -0.375
C 4.2364 2.0867 -0.8709  -0.096
C 5.5782 1.8417 -0.6232  -0.081
C 5.9965 0.5789 -0.2220  -0.093
C 5.0682 -0.4404 -0.0728  -0.082
C 3.7241 -0.1903 -0.3137  -0.103
C 1.2922 3.0965 -0.8579  -0.352
C 1.7885 3.7184 0.2869  -0.134
C 1.5440 5.0597 0.5276  -0.085
C 0.7828 5.7991 -0.3675  -0.084
C 0.2864 5.1892 -1.5089  -0.075
C 0.5421 3.8481 -1.7565  -0.077
H -0.8034 0.7959 -1.5461  -0.051
H -1.8323 0.3003 -2.8214  0.072
H -1.0277 0.2862 -5.1173  0.108
H 0.9331 0.2398 -6.6074  0.099
H 3.2074 0.6538 -5.6909  0.092
H 3.4778 1.1383 -3.2984  0.096
H 3.9141 3.0732 -1.1801  0.109
H 6.3011 2.6385 -0.7454  0.101
H 7.0449 0.3917 -0.0280  0.098
H 5.3879 -1.4283 0.2338  0.102
H 2.9966 -0.9866 -0.2089  0.083
H 2.3613 3.1412 1.0027  0.093
H 1.9291 5.5232 1.4281  0.102
H 0.5675 6.8408 -0.1689  0.100
H -0.3210 5.7524 -2.2050  0.103
H 0.1323 3.3890 -2.6455  0.100
S -2.2663 0.3576 3.3354  0.497
C -2.9184 1.9315 2.9379  -0.787
C -3.3857 2.6694 4.0851  -0.321
N -3.7275 3.2320 5.0305  0.137
C -2.9985 2.5351 1.7179  -0.775
S -2.4933 1.9176 0.1571  0.469
C -3.5590 3.8616 1.6540  -0.321
N -3.9978 4.9228 1.5629  0.136
C 1.5413 3.0734 3.8092  -0.151
C 2.1251 1.7218 4.2324  -0.142
C 1.6996 0.7784 3.0953  -0.199
O 0.7676 1.4972 2.2835  -0.256
C 0.3175 2.6423 3.0217  -0.206
H 2.2399 3.6190 3.1709  0.094
H 1.2813 3.7045 4.6583  0.116
H 1.6790 1.4015 5.1741  0.112
H 3.2072 1.7453 4.3584  0.106
H 1.2268 -0.1284 3.4852  0.106
H 2.5385 0.4926 2.4543  0.105
H -0.4970 2.3524 3.6884  0.079
H -0.0470 3.3714 2.2993  0.121

Computed properties:
* energy relative to the best compared isomer or geometry (same formula, charge and spin): 0.801 eV
* HOMO level: -4.3 eV
* HOMO-LUMO gap: 6.50 eV
* charge: -1

[3]
Here is a structure of composition C38H46N7O2PmS5 at a distorted geometry from OMol25. Energies are from wB97M-V/def2-TZVPD.

Last column: Mulliken spin population.
Geometry (Å):
Pm 0.5763 0.5648 -0.6661  4.081
N 0.7147 0.6758 3.9256  -0.001
C 0.2395 0.6887 2.6448  0.001
S 0.8034 2.0222 1.6641  -0.010
N -0.5041 -0.2929 2.2778  -0.002
N -0.8716 -0.4213 0.9524  -0.013
C -2.0229 -0.9946 0.7928  -0.007
C -2.6089 -1.3683 -0.4515  0.007
C -3.8075 -2.1002 -0.4041  0.001
C -4.4012 -2.5951 -1.5375  -0.001
C -3.8081 -2.3571 -2.7750  0.001
C -2.6699 -1.5907 -2.8648  -0.002
C -2.0431 -1.0424 -1.7245  -0.004
O -0.9815 -0.2975 -1.8631  -0.016
H 1.0148 1.5682 4.2833  0.000
H 0.1780 0.1163 4.5710  0.000
H -2.6022 -1.2399 1.6857  0.000
H -4.2530 -2.2911 0.5616  0.000
H -5.3147 -3.1626 -1.4740  0.000
H -4.2527 -2.7649 -3.6699  0.000
H -2.2323 -1.3676 -3.8289  0.000
C 0.1836 4.8618 -1.1185  0.000
C -1.0933 4.2135 -0.6212  0.000
S -1.5458 2.5921 -1.3481  -0.002
C -1.7606 2.8992 -3.1435  0.000
C -0.5036 3.0461 -3.9917  0.000
S 0.7937 1.8036 -3.5867  0.000
C 2.3258 2.8153 -3.6249  -0.001
C 2.3785 4.0382 -2.7191  -0.001
S 1.6685 3.7750 -1.0425  -0.001
H 0.4016 5.7205 -0.4815  0.000
H 0.0737 5.2015 -2.1453  0.000
H -1.9359 4.8907 -0.7742  0.000
H -1.0166 3.9758 0.4433  0.001
H -2.3904 3.7821 -3.2622  0.000
H -2.3271 2.0195 -3.4534  0.000
H -0.0482 4.0254 -3.8760  0.000
H -0.7699 2.9066 -5.0425  0.000
H 2.5040 3.1212 -4.6563  0.000
H 3.0902 2.0964 -3.3300  0.001
H 1.8812 4.8981 -3.1630  0.000
H 3.4211 4.3202 -2.5642  0.000
O 2.2417 -0.5367 0.5146  -0.029
S 2.8701 0.0264 1.7657  -0.003
C 3.9723 1.3134 1.1571  0.002
C 4.0850 1.5177 -0.2069  0.003
C 4.8859 2.5511 -0.6648  0.002
C 5.5397 3.3769 0.2346  0.000
C 5.4003 3.1760 1.5984  0.000
C 4.6048 2.1438 2.0658  0.000
C 4.1399 -1.2276 2.1420  -0.001
C 4.7448 -1.9664 1.1410  0.000
C 5.5998 -3.0012 1.4831  0.000
C 5.8540 -3.2846 2.8165  0.000
C 5.2473 -2.5392 3.8151  0.000
C 4.3788 -1.5131 3.4783  0.000
H 3.5604 0.8571 -0.9017  -0.004
H 4.9988 2.7050 -1.7257  0.000
H 6.1605 4.1777 -0.1281  0.000
H 5.9006 3.8297 2.2949  0.000
H 4.4653 1.9899 3.1243  0.000
H 4.5427 -1.7296 0.1074  0.000
H 6.0708 -3.5813 0.7062  0.000
H 6.5319 -4.0831 3.0759  0.000
H 5.4525 -2.7619 4.8514  0.000
H 3.8921 -0.9284 4.2453  0.000
C -0.0045 -5.9437 2.0481  0.000
C -0.5625 -4.6734 1.3664  0.000
N 0.4951 -3.6854 1.2416  0.002
C 1.6578 -4.2835 0.6150  0.000
C 2.3006 -5.3054 1.5856  0.000
N 1.3042 -5.5759 2.6558  0.000
C 1.1441 -4.3644 3.5031  0.000
C 0.8589 -3.1787 2.5508  -0.001
H 0.1677 -6.7391 1.3223  0.000
H -0.6735 -6.3222 2.8223  0.000
H -1.3788 -4.2329 1.9379  0.000
H -0.9546 -4.9034 0.3727  0.000
H 2.3740 -3.4965 0.3635  0.000
H 1.3389 -4.7670 -0.3108  0.000
H 3.2074 -4.9012 2.0440  0.000
H 2.5526 -6.2365 1.0752  0.000
H 1.6421 -6.3515 3.2299  0.000
H 2.0570 -4.2010 4.0765  0.000
H 0.3203 -4.5324 4.1985  0.000
H 1.7419 -2.5473 2.4379  0.000
H 0.0567 -2.5403 2.9257  0.000
N -1.4460 -4.7512 -1.7060  0.000
C -0.8052 -3.9631 -2.2394  0.000
C 0.0993 -3.0184 -2.7726  0.000
C 0.3978 -2.9195 -4.1340  0.000
C 1.3433 -1.9877 -4.5237  0.000
C 1.9391 -1.1866 -3.5585  0.001
N 1.6341 -1.2374 -2.2605  0.006
C 0.7302 -2.1443 -1.8760  -0.020
H -0.0935 -3.5579 -4.8544  0.000
H 1.6229 -1.8756 -5.5600  0.000
H 2.7047 -0.4755 -3.8420  0.000
H 0.5072 -2.2115 -0.8090  0.011

Computed properties:
* energy relative to the best compared isomer or geometry (same formula, charge and spin): 0.000 eV
* HOMO level (alpha / beta): -12.1 / -12.1 eV
* HOMO-LUMO gap (alpha / beta): 7.47 / 7.48 eV
* multiplicity: 5
* charge: +2
* <S²>: 6.005

Among the records above, which one has the lowest energy relative to the best compared isomer or geometry (same formula, charge and spin)?
C38H46N7O2PmS5

Number 1 is which compound?
C38H46BrClN5O11P2STa

Which of these has the lowest energy relative to the best compared isomer or geometry (same formula, charge and spin)?
C38H46N7O2PmS5